(1)
The following is a quantum chemistry calculation of a cluster of 7 separate species, H14O7 in total at a distorted geometry, from the Open Molecules 2025 dataset.

Results
Max |F| in eV Å⁻¹: 1.18
Energy above the lowest of the compared OMol25 structures with the same formula, charge and spin in kcal per mole: 40.0
LUMO level in eV: -0.0112
E in eV: -14559.72605
Kohn-Sham gap in Ha: 0.3876

Structure (ORCA input):
```
! wB97M-V def2-TZVPD RIJCOSX def2/J DEFGRID3
* xyz 0 1
O 12.28168 -6.68436 12.54744
H 11.41682 -6.49813 12.18196
H 12.86500 -6.06241 12.11253
O 9.76112 -4.47469 14.43761
H 9.68899 -3.75341 15.06273
H 9.85132 -4.04639 13.58634
O 13.26699 -3.07097 17.62689
H 13.39881 -2.14223 17.81741
H 12.48182 -3.09466 17.07992
O 13.49971 -7.54651 14.87705
H 14.32889 -7.63874 14.40783
H 12.90320 -7.15928 14.23639
O 12.40251 -4.30454 15.16279
H 12.99321 -4.27877 14.41003
H 11.90013 -5.11091 15.04613
O 14.65070 -5.15883 12.33634
H 15.31744 -5.83666 12.22571
H 15.10259 -4.34132 12.12729
O 10.23753 -1.96233 15.26121
H 10.08058 -1.27427 14.61455
H 11.05117 -2.37833 14.97634
*
```

=====

(2)
The following is a quantum chemistry calculation of an isolated molecule of C4H4P2 at a distorted geometry, from the Open Molecules 2025 dataset.

Results
Max |F| in eV Å⁻¹: 2.96
Energy above the lowest of the compared OMol25 structures with the same formula, charge and spin in kcal per mole: 70.2
LUMO level in eV: -0.5459
E in eV: -22783.99300
Kohn-Sham gap in Ha: 0.2946

Structure (ORCA input):
```
! wB97M-V def2-TZVPD RIJCOSX def2/J DEFGRID3
* xyz 0 1
P 1.51646 1.61118 -1.64770
P 1.12674 0.88659 0.31748
C -0.13124 -0.27360 0.15646
C -1.35420 -0.92689 -0.57927
C -1.83229 -1.31151 0.68277
C -0.49574 -1.27499 1.04470
H 2.85680 2.10369 -1.13513
H 0.92051 2.91368 -1.33762
H -2.76591 -1.70660 0.99087
H 0.15888 -2.02155 1.50744
*
```

=====

(3)
The following is a quantum chemistry calculation of the ion C5H9N2O with charge +1 at a distorted geometry, from the Open Molecules 2025 dataset.

Results
Max |F| in eV Å⁻¹: 1.16
Energy above the lowest of the compared OMol25 structures with the same formula, charge and spin in kcal per mole: 91.8
LUMO level in eV: -4.7481
E in eV: -10348.64166
Kohn-Sham gap in Ha: 0.2541

Structure (ORCA input):
```
! wB97M-V def2-TZVPD RIJCOSX def2/J DEFGRID3
* xyz 1 1
C -1.45257 1.54866 -0.21335
C -2.60586 -0.58447 -0.04842
C 0.18393 -0.06060 0.49869
C 2.15534 -1.06270 -0.62092
C 1.62071 -0.39198 0.65326
N -2.54299 0.66788 -0.18464
N -0.22981 1.13076 0.16922
O -2.78500 -1.71425 0.06102
H -1.68635 2.59222 -0.21050
H -0.53465 -0.85580 0.59635
H 2.10833 -0.38516 -1.47034
H 1.58234 -1.95495 -0.85736
H 3.19162 -1.34673 -0.46509
H 2.20706 0.50613 0.86014
H 1.73890 -1.08515 1.48775
H -3.43102 1.13439 -0.38306
H 0.48002 1.86174 0.12724
*
```

=====

(4)
The following is a quantum chemistry calculation of a cluster of 2 separate species, C4H8 in total at a distorted geometry, from the Open Molecules 2025 dataset.

Results
Max |F| in eV Å⁻¹: 5.28
Energy above the lowest of the compared OMol25 structures with the same formula, charge and spin in kcal per mole: 66.2
LUMO level in eV: 1.3330
E in eV: -4274.32303
Kohn-Sham gap in Ha: 0.4011

Structure (ORCA input):
```
! wB97M-V def2-TZVPD RIJCOSX def2/J DEFGRID3
* xyz 0 1
C 5.36237 2.44879 3.07994
C 4.11437 2.02382 2.75399
H 6.17059 2.93318 2.57168
H 5.48396 2.68439 4.11668
H 3.81812 2.19586 1.68998
H 3.33535 2.00031 3.58109
C -4.37804 -1.80313 -2.53587
C -5.02440 -2.76828 -3.34980
H -4.94661 -0.83218 -2.47233
H -3.75915 -2.20999 -1.77991
H -5.51790 -2.28986 -4.22564
H -5.03016 -3.88888 -3.17112
*
```

=====

(5)
The following is a quantum chemistry calculation of a structure of composition C3H2GaO4 at a distorted geometry, from the Open Molecules 2025 dataset.

Results
Max |F| in eV Å⁻¹: 3.76
LUMO level (alpha / beta) in eV: -6.0974 / -6.0984
E in eV: -63698.87796
Kohn-Sham gap (alpha / beta) in Ha: 0.2515 / 0.2512

Structure (ORCA input):
```
! wB97M-V def2-TZVPD RIJCOSX def2/J DEFGRID3
* xyz 1 1
O 2.21329 0.48980 0.07398
C 3.32225 0.15372 -0.07600
O 4.42041 -0.14971 -0.20435
O -1.08137 1.62552 -0.12215
C -2.13063 0.89528 -0.18314
C -1.83374 -0.59175 0.02929
O -0.51872 -0.96807 0.27047
Ga 0.38240 0.52486 0.23069
H -2.25644 -1.08702 -0.87493
H -2.51745 -0.89263 0.85612
*
```

=====

(6)
The following is a quantum chemistry calculation of a structure of composition C33H26NO7PPtS, from the Open Molecules 2025 dataset.

Results
Max |F| in eV Å⁻¹: 0.74
Energy above the lowest of the compared OMol25 structures with the same formula, charge and spin in kcal per mole: 0.0
LUMO level (alpha / beta) in eV: -5.7978 / -8.7282
E in eV: -73819.94509
Kohn-Sham gap (alpha / beta) in Ha: 0.2770 / 0.1962

Structure (ORCA input):
```
! wB97M-V def2-TZVPD RIJCOSX def2/J DEFGRID3
* xyz 2 5
Pt -1.10915 -1.99632 -0.79186
O -2.51487 -6.06849 -1.46560
C -2.13006 -4.88933 -1.04394
O -2.43505 -3.83583 -1.58696
C -1.30651 -4.90694 0.19676
C -1.08463 -6.00426 0.99858
C -0.38200 -5.80773 2.18971
C 0.04273 -4.53800 2.53351
C -0.22152 -3.48557 1.66416
N -0.86050 -3.68835 0.52364
C 0.14981 -2.04177 1.94979
O 0.83702 -1.77881 2.90912
O -0.33913 -1.17911 1.10289
H -3.06642 -5.97449 -2.25999
H -1.45634 -6.97693 0.71034
H -0.19358 -6.64494 2.84772
H 0.57109 -4.32807 3.45308
O -2.34867 -1.71711 -4.90167
C -1.89264 -1.51601 -3.72658
O -0.97284 -2.09865 -3.16618
C -2.70269 -0.37194 -3.09883
P -1.82262 0.08523 -1.52870
C -3.08005 0.88151 -0.54651
C -3.13905 2.26714 -0.40377
C -4.14352 2.82793 0.37027
C -5.08232 2.01613 0.99141
C -5.01788 0.63510 0.85639
C -4.01397 0.06524 0.09309
C 0.38908 1.42425 -2.47076
C 1.00817 0.39115 -3.14507
C 2.26968 0.62201 -3.68792
C 2.88474 1.85520 -3.55046
C 2.24131 2.87463 -2.85779
C 0.98558 2.66443 -2.31079
H -3.69256 -0.75574 -2.84111
H -2.82412 0.47004 -3.78116
H -2.41670 2.89940 -0.90066
H -4.20151 3.90262 0.47814
H -5.87150 2.46148 1.58222
H -5.74709 0.00617 1.34811
H -3.95373 -1.01485 0.00485
H 0.54106 -0.57668 -3.25540
H 2.76330 -0.17433 -4.22891
H 3.85631 2.02868 -3.99165
H 2.71373 3.84173 -2.74904
H 0.46208 3.44853 -1.77985
O -0.88386 1.31380 -1.89960
S 0.89289 1.46009 1.07539
C 1.41476 2.94114 1.76941
C 2.73513 3.42282 1.68040
C 3.03184 4.66169 2.20500
C 2.03713 5.41955 2.82120
C 0.72676 4.95187 2.90046
C 0.40591 3.72273 2.36740
C 2.30147 0.45685 1.16051
C 3.08509 0.43027 2.32326
C 4.13903 -0.45794 2.40648
C 4.41843 -1.30684 1.34285
C 3.63023 -1.28942 0.19328
C 2.56242 -0.42133 0.10287
H 3.49502 2.83940 1.17935
H 4.03837 5.04945 2.13030
H 2.28322 6.38871 3.23421
H -0.03439 5.54763 3.38446
H -0.60577 3.34022 2.42784
H 2.84024 1.06753 3.16183
H 4.73515 -0.49843 3.30734
H 5.25098 -1.99444 1.41046
H 3.85936 -1.95140 -0.63097
H 1.94814 -0.39230 -0.78634
*
```